Record 1
Molecular formula: C16H22Cl4F2O12
Method: DFT, wB97M-V/def2-TZVPD

## Properties
* spin multiplicity: 1
* structure (SMILES): O=C1OC[C@@H](F)O1.O=C1OC[C@@H](F)O1.C[C@H]1COC(=O)O1.C[C@H]1COC(=O)O1.ClCCl.ClCCl
* LUMO: 0.0159 Eh
* strongest force on any atom: 0.1129 Eh/bohr
* HOMO-LUMO gap: 11.39 eV
* relative energy (zero: lowest compared OMol25 entry of this formula, charge and spin): 0.00 kJ/mol

Last column: natural (NBO) charge in e.
CARTESIAN COORDINATES (ANGSTROEM)
O  2.09348  -4.85640  -1.30067  -0.58
C  1.99528  -4.12225  -0.27807  0.97
O  2.38444  -4.47157  0.98213  -0.47
C  1.94170  -3.41499  1.87279  -0.14
C  1.87620  -2.24412  0.95477  0.42
F  3.12100  -1.70890  0.93016  -0.34
O  1.52136  -2.79310  -0.26242  -0.50
H  1.03669  -3.70430  2.40698  0.21
H  2.64329  -3.19427  2.67725  0.24
H  1.18753  -1.42738  1.17104  0.19
O  0.50303  4.94570  -0.72747  -0.55
C  0.17783  4.38675  -1.72986  0.97
O  -0.54423  4.96604  -2.67035  -0.48
C  -0.35210  4.20173  -3.87840  -0.13
C  -0.07673  2.83466  -3.34706  0.44
F  0.77662  2.24375  -4.22081  -0.33
O  0.50314  3.11354  -2.13488  -0.50
H  -1.25340  4.30682  -4.48231  0.21
H  0.52973  4.61746  -4.36590  0.20
H  -1.02548  2.30341  -3.27133  0.17
C  -1.41453  0.75589  4.98438  -0.63
C  -0.37771  -0.36102  5.22419  0.04
C  -0.66984  -1.57841  4.36215  -0.09
O  0.66871  -1.82423  3.92220  -0.50
C  1.45175  -0.78443  4.12295  0.97
O  2.57560  -0.70291  3.71224  -0.58
O  0.80131  0.22231  4.72595  -0.47
H  -2.44251  0.50966  5.25034  0.22
H  -1.38128  1.17077  3.97698  0.22
H  -1.30674  1.62399  5.63468  0.23
H  -0.39272  -0.55764  6.29620  0.19
H  -1.36852  -1.34715  3.55811  0.21
H  -1.07940  -2.41320  4.93092  0.21
C  1.67147  -1.23536  -5.59517  -0.63
C  1.57205  -1.51972  -4.10853  0.07
C  2.09315  -0.58897  -3.03719  -0.09
O  0.94155  -0.20064  -2.21415  -0.52
C  -0.22105  -0.70020  -2.82034  0.99
O  -1.36107  -0.54036  -2.40309  -0.59
O  0.18193  -1.51046  -3.84789  -0.49
H  1.07483  -1.93074  -6.18558  0.23
H  2.71156  -1.28046  -5.91806  0.21
H  1.28473  -0.26039  -5.89176  0.22
H  1.99976  -2.50529  -3.92464  0.20
H  2.61690  0.25304  -3.48972  0.20
H  2.80588  -1.11006  -2.39797  0.21
Cl  -4.44479  0.10472  3.03567  -0.05
C  -5.21189  1.24942  1.91250  -0.36
Cl  -6.65218  2.00932  2.78981  -0.05
H  -4.48102  2.01449  1.65058  0.23
H  -5.39055  0.66214  1.01179  0.23
Cl  -2.52073  2.23416  0.15956  -0.07
C  -0.91858  1.37606  0.51223  -0.36
Cl  -1.26499  -0.33065  0.89609  -0.04
H  -0.34149  1.29164  -0.40861  0.24
H  -0.24894  1.82211  1.24757  0.24

***

Record 2
Molecular formula: C3H3NO2
Method: DFT, wB97M-V/def2-TZVPD

## Properties
* spin multiplicity: 1
* LUMO: 0.0302 Eh
* strongest force on any atom: 0.1723 Eh/bohr
* HOMO-LUMO gap: 10.07 eV
* relative energy (zero: lowest compared OMol25 entry of this formula, charge and spin): 283.98 kJ/mol

Last column: natural (NBO) charge in e.
CARTESIAN COORDINATES (ANGSTROEM)
C  -0.68751  0.22793  -0.02848  0.34
C  0.28609  1.09230  -0.13648  -0.04
C  1.14066  -0.74123  -0.10248  0.34
H  -2.39758  -0.80120  0.17403  0.51
H  0.34020  2.19866  0.34935  0.21
H  1.96837  -1.64008  0.07784  0.20
N  -0.08541  -1.06038  -0.07448  -0.49
O  -2.07138  0.16387  -0.14348  -0.67
O  1.50655  0.56014  -0.11581  -0.40

***

Record 3
Molecular formula: C3H7N2
Method: DFT, wB97M-V/def2-TZVPD

## Properties
* spin multiplicity: 1
* LUMO: -0.1247 Eh
* net charge: +1
* strongest force on any atom: 0.0551 Eh/bohr
* HOMO-LUMO gap: 10.61 eV
* relative energy (zero: lowest compared OMol25 entry of this formula, charge and spin): 236.05 kJ/mol

Last column: natural (NBO) charge in e.
CARTESIAN COORDINATES (ANGSTROEM)
C  -0.11356  0.42941  -0.49861  -0.03
C  0.48183  1.21031  0.45829  -0.18
C  1.10441  -0.01801  0.12314  0.28
N  -2.05112  -0.29013  0.05489  -0.98
N  2.22651  -0.74095  -0.05756  -0.73
H  -0.43551  0.55072  -1.62604  0.27
H  0.43528  2.09114  1.11495  0.28
H  -2.22789  0.72390  0.16448  0.41
H  -2.02534  -0.73908  0.95681  0.40
H  -2.59914  -0.94073  -0.58591  0.43
H  3.00942  -0.70258  0.55957  0.43
H  2.19510  -1.57401  -0.66401  0.43

***

Record 4
Molecular formula: C5H12NO
Method: DFT, wB97M-V/def2-TZVPD

## Properties
* spin multiplicity: 1
* structure (SMILES): CCN(C)CC[O-]
* LUMO: 0.1376 Eh
* net charge: -1
* strongest force on any atom: 0.0184 Eh/bohr
* HOMO-LUMO gap: 6.00 eV
* relative energy (zero: lowest compared OMol25 entry of this formula, charge and spin): 110.95 kJ/mol

Last column: natural (NBO) charge in e.
CARTESIAN COORDINATES (ANGSTROEM)
C  -0.88729  1.45217  -1.94626  -0.61
C  -0.32628  1.29539  -0.54520  -0.21
N  0.03876  -0.08739  -0.27139  -0.46
C  -1.10263  -0.84221  0.18893  -0.42
C  1.16940  -0.15862  0.67463  -0.28
C  1.40859  -1.51099  1.51098  0.00
O  1.27532  -1.32880  2.82199  -0.95
H  -1.92133  1.09972  -1.98314  0.19
H  -0.33898  0.82893  -2.64080  0.21
H  -0.89748  2.49465  -2.27649  0.19
H  0.58189  1.88796  -0.43890  0.19
H  -1.10116  1.62686  0.16201  0.16
H  -1.45944  -0.54314  1.19350  0.17
H  -0.86092  -1.89827  0.25781  0.21
H  -1.91774  -0.75990  -0.52340  0.17
H  2.09411  0.02897  0.10824  0.16
H  1.05209  0.54791  1.50992  0.18
H  2.44300  -1.82914  1.15381  0.05
H  0.75012  -2.30409  1.04376  0.06

***

Record 5
Molecular formula: C15H25NO2
Method: DFT, wB97M-V/def2-TZVPD

## Properties
* spin multiplicity: 1
* structure (SMILES): Cc1cccc(C)c1OCCCCCNCCO
* LUMO: 0.0322 Eh
* strongest force on any atom: 0.0095 Eh/bohr
* HOMO-LUMO gap: 9.72 eV
* relative energy (zero: lowest compared OMol25 entry of this formula, charge and spin): 135.13 kJ/mol

Last column: natural (NBO) charge in e.
CARTESIAN COORDINATES (ANGSTROEM)
C  -1.28290  1.55586  -3.48757  -0.64
C  0.01159  0.83790  -3.72903  -0.07
C  0.22088  0.13562  -4.90778  -0.22
C  1.41487  -0.52171  -5.13803  -0.19
C  2.42216  -0.47173  -4.19277  -0.22
C  2.24720  0.22080  -3.00267  -0.07
C  3.34567  0.27672  -1.98325  -0.64
C  1.03077  0.86783  -2.77457  0.34
O  0.84685  1.58464  -1.60041  -0.55
C  0.28336  0.82148  -0.54693  -0.05
C  0.08629  1.74726  0.64844  -0.41
C  -0.34632  1.01120  1.91410  -0.40
C  -1.76366  0.44807  1.83409  -0.40
C  -2.14339  -0.28582  3.11736  -0.21
N  -1.27249  -1.43092  3.32269  -0.63
C  -1.62273  -2.25027  4.46676  -0.24
C  -1.24610  -1.55323  5.78089  -0.07
O  -1.32705  -2.41762  6.88763  -0.71
H  -2.04189  0.86167  -3.12382  0.22
H  -1.64943  1.99900  -4.41090  0.22
H  -1.14516  2.33848  -2.74569  0.23
H  -0.56322  0.10991  -5.65094  0.21
H  1.56419  -1.06507  -6.05942  0.21
H  3.36164  -0.97323  -4.37608  0.21
H  4.31462  0.34924  -2.47226  0.22
H  3.20939  1.13556  -1.33094  0.23
H  3.34421  -0.62717  -1.37247  0.22
H  -0.67235  0.38831  -0.87181  0.17
H  0.95705  -0.00520  -0.27649  0.17
H  -0.65010  2.50933  0.38679  0.20
H  1.03520  2.25522  0.83009  0.21
H  0.34421  0.19308  2.12265  0.21
H  -0.29771  1.70617  2.75463  0.20
H  -2.47366  1.26032  1.66658  0.21
H  -1.84170  -0.24531  0.99420  0.19
H  -3.20736  -0.58231  3.07255  0.16
H  -2.01959  0.38702  3.96936  0.18
H  -1.29115  -2.00393  2.48347  0.35
H  -1.04758  -3.17991  4.39621  0.19
H  -2.69446  -2.51500  4.49485  0.17
H  -1.94060  -0.74119  6.00147  0.17
H  -0.23575  -1.13417  5.67749  0.16
H  -0.72364  -3.15651  6.74999  0.46

***

Record 6
Molecular formula: C6H13ClN4
Method: DFT, wB97M-V/def2-TZVPD

## Properties
* spin multiplicity: 1
* structure (SMILES): CC(C)/C(Cl)=N\C=[NH+]/C(N)=[NH2+]
* LUMO: -0.3170 Eh
* net charge: +2
* strongest force on any atom: 0.0941 Eh/bohr
* HOMO-LUMO gap: 9.68 eV
* relative energy (zero: lowest compared OMol25 entry of this formula, charge and spin): 45.31 kJ/mol

Last column: natural (NBO) charge in e.
CARTESIAN COORDINATES (ANGSTROEM)
C  -0.15823  3.22527  0.46466  -0.56
C  0.45397  1.78505  0.80929  -0.32
C  1.16622  1.93205  2.15369  -0.60
C  -0.73655  0.83996  0.84650  0.42
Cl  -1.85437  0.86787  2.06842  0.26
N  -0.91839  -0.16723  0.00158  -0.46
C  -1.19514  -0.55000  -1.22976  0.39
N  -0.69717  -1.64934  -1.81828  -0.56
C  -0.03743  -2.69920  -1.29300  0.69
N  0.31300  -2.77986  0.03419  -0.73
N  0.38090  -3.58891  -2.22292  -0.69
H  -0.70549  3.14265  -0.53261  0.22
H  0.53159  4.01502  0.53197  0.26
H  -0.88531  3.42267  1.18792  0.22
H  1.21808  1.57611  0.06580  0.26
H  1.71047  2.82188  2.04268  0.25
H  1.97360  1.13853  2.41265  0.24
H  0.49362  1.96710  2.98569  0.23
H  -1.65886  0.13642  -1.94223  0.26
H  -1.23284  -1.96060  -2.63195  0.45
H  -0.21723  -2.17634  0.65394  0.44
H  0.92073  -3.49498  0.45669  0.47
H  1.00977  -4.30516  -1.90075  0.45
H  0.12506  -3.49897  -3.14419  0.43

***

Record 7
Molecular formula: C4H9O2
Method: DFT, wB97M-V/def2-TZVPD

## Properties
* spin multiplicity: 1
* structure (SMILES): [O-]CCCCO
* LUMO: 0.1473 Eh
* net charge: -1
* strongest force on any atom: 0.0286 Eh/bohr
* HOMO-LUMO gap: 6.40 eV
* relative energy (zero: lowest compared OMol25 entry of this formula, charge and spin): 247.74 kJ/mol

Last column: natural (NBO) charge in e.
CARTESIAN COORDINATES (ANGSTROEM)
O  0.11880  2.22585  -0.77667  -0.94
C  0.69796  1.92298  0.37731  0.02
C  0.52930  0.38493  0.83201  -0.46
C  0.22347  -0.48299  -0.38166  -0.47
C  -0.85787  -1.58606  -0.15596  -0.05
O  -1.66105  -1.79825  -1.29937  -0.75
H  0.27828  2.49418  1.24779  0.06
H  1.80195  2.11859  0.43865  0.05
H  -0.33130  0.38664  1.50732  0.17
H  1.46986  0.13427  1.31103  0.17
H  1.13515  -0.92611  -0.76447  0.18
H  -0.27520  0.21223  -1.08319  0.26
H  -0.42709  -2.55013  0.13456  0.13
H  -1.48586  -1.20687  0.63889  0.15
H  -1.21638  -1.32928  -2.02625  0.47

***

Record 8
Molecular formula: C2H9O3
Method: DFT, wB97M-V/def2-TZVPD

## Properties
* spin multiplicity: 1
* LUMO: 0.1565 Eh
* net charge: -1
* strongest force on any atom: 0.0280 Eh/bohr
* HOMO-LUMO gap: 8.64 eV
* relative energy (zero: lowest compared OMol25 entry of this formula, charge and spin): 9.29 kJ/mol

Last column: natural (NBO) charge in e.
CARTESIAN COORDINATES (ANGSTROEM)
C  -0.73533  -0.51721  1.37192  -0.04
O  0.37056  0.24435  1.72537  -0.81
C  -1.55917  0.09508  0.25468  -0.63
H  -0.39294  -1.49617  0.96063  0.13
H  -1.31917  -0.74410  2.26704  0.13
H  -0.98527  0.12900  -0.67104  0.22
H  -2.45418  -0.51480  0.07992  0.17
H  -1.84005  1.12800  0.48538  0.19
H  1.67223  0.50214  -1.65322  0.52
H  0.55946  1.17450  -2.67640  0.44
O  1.46653  0.90289  -2.56383  -1.05
H  2.13598  -0.97098  -0.35126  0.42
H  1.13357  0.10418  1.02512  0.52
O  1.94779  -0.03689  -0.25431  -1.21

***

Record 9
Molecular formula: C5H8O
Method: DFT, wB97M-V/def2-TZVPD

## Properties
* spin multiplicity: 1
* structure (SMILES): C=C(C=O)CC
* LUMO: 0.0098 Eh
* strongest force on any atom: 0.0224 Eh/bohr
* HOMO-LUMO gap: 10.21 eV
* relative energy (zero: lowest compared OMol25 entry of this formula, charge and spin): 87.01 kJ/mol

Last column: natural (NBO) charge in e.
CARTESIAN COORDINATES (ANGSTROEM)
C  1.19418  1.51060  -0.08243  -0.32
C  0.65576  0.29958  0.16168  -0.11
C  1.50077  -0.87709  -0.09048  0.39
O  1.18947  -2.01872  0.20453  -0.53
C  -0.75292  0.04892  0.66112  -0.43
C  -1.65818  -0.56141  -0.40767  -0.60
H  2.20892  1.59464  -0.47152  0.20
H  0.65147  2.44777  0.13470  0.21
H  2.46938  -0.67131  -0.59402  0.11
H  -0.67086  -0.63088  1.51473  0.23
H  -1.18684  1.00356  1.00798  0.21
H  -2.69574  -0.63024  -0.05564  0.21
H  -1.29597  -1.57639  -0.65862  0.22
H  -1.60944  0.06097  -1.32439  0.20

***

Record 10
Molecular formula: C4H9N3O
Method: DFT, wB97M-V/def2-TZVPD

## Properties
* spin multiplicity: 1
* LUMO: 0.0058 Eh
* strongest force on any atom: 0.0505 Eh/bohr
* HOMO-LUMO gap: 8.81 eV
* relative energy (zero: lowest compared OMol25 entry of this formula, charge and spin): 460.53 kJ/mol

Last column: natural (NBO) charge in e.
CARTESIAN COORDINATES (ANGSTROEM)
C  -0.19546  1.73900  0.22436  0.08
C  0.67982  1.03266  1.13130  -0.54
C  0.21790  -1.17450  -0.31679  0.46
N  0.15074  -2.45933  0.16301  -0.84
C  -1.62949  0.66872  0.00629  0.06
O  0.26305  1.96310  -1.05816  -0.73
N  -1.51985  -0.51853  -0.22746  -0.38
N  0.87389  -0.76150  -1.33588  -0.82
H  0.62830  1.10826  -1.39397  0.51
H  -0.68291  2.62668  0.61990  0.20
H  0.48039  -3.19601  -0.44416  0.39
H  -0.68321  -2.69219  0.67900  0.40
H  1.32007  -1.49351  -1.88383  0.35
H  -2.53848  1.25551  0.05762  0.21
H  0.48706  -0.22936  0.70517  0.19
H  0.41102  1.08207  2.18085  0.22
H  1.73716  1.04892  0.89274  0.24

***

Record 11
Molecular formula: C3H12NOS
Method: DFT, wB97M-V/def2-TZVPD

## Properties
* spin multiplicity: 1
* LUMO: -0.1308 Eh
* net charge: +1
* strongest force on any atom: 0.0686 Eh/bohr
* HOMO-LUMO gap: 9.83 eV
* relative energy (zero: lowest compared OMol25 entry of this formula, charge and spin): 109.82 kJ/mol

Last column: natural (NBO) charge in e.
CARTESIAN COORDINATES (ANGSTROEM)
C  1.15897  1.50430  -0.09180  -0.64
C  0.11213  0.42141  -0.30460  -0.01
C  0.61416  -0.52410  -1.45390  -0.61
S  -0.42588  -1.83076  -1.96157  0.04
N  0.05988  -0.57805  0.89915  -0.75
H  2.12871  1.06313  -0.15668  0.23
H  0.91112  1.88271  0.89756  0.23
H  0.96196  2.37342  -0.76036  0.27
H  -0.92587  0.71088  -0.43400  0.24
H  0.75008  0.23916  -2.25500  0.26
H  1.65305  -0.82434  -1.21490  0.24
H  0.26463  -2.87950  -1.44052  0.14
H  0.90069  -1.20143  1.34417  0.46
H  -0.17059  -0.13426  1.79140  0.45
H  -0.69571  -1.27801  0.62398  0.46
H  -0.52780  3.01338  4.24441  0.48
H  -1.96549  2.57695  3.94090  0.48
O  -1.04981  2.39254  3.72211  -0.97

***

Record 12
Molecular formula: C7H5NO11P2S3SbW
Method: DFT, wB97M-V/def2-TZVPD

## Properties
* spin multiplicity: 2
* LUMO (spin up / spin down): -0.0803 / -0.1227 Eh
* strongest force on any atom: 0.0087 Eh/bohr
* HOMO-LUMO gap (spin up / spin down): 6.68 / 5.53 eV
* ⟨S²⟩: 0.758
* relative energy (zero: lowest compared OMol25 entry of this formula, charge and spin): 75.41 kJ/mol

Last column: natural (NBO) charge in e.
CARTESIAN COORDINATES (ANGSTROEM)
W  -2.31682  0.81825  -0.67776  1.35
O  -2.14887  -0.08741  3.24411  -0.98
P  -1.34196  -0.82002  2.08820  2.57
O  -0.09239  -1.42080  2.52320  -1.06
O  -1.29821  0.20045  0.90880  -1.05
O  -2.44539  -1.91613  1.56042  -1.06
P  -3.42437  -1.45057  0.38764  2.57
O  -4.54488  -2.53738  0.36263  -0.96
O  -3.85340  -0.02088  0.67118  -1.03
O  -2.70866  -1.33569  -0.93947  -1.00
H  -1.65005  -0.13327  4.06966  0.52
H  -4.80328  -2.88282  1.22686  0.53
O  5.02359  -1.85368  0.28708  -0.39
C  5.35239  -0.79126  -0.21566  0.78
O  6.28419  -0.12488  -0.56862  -0.52
C  3.85999  -0.01368  -0.51039  0.05
C  3.92336  1.35440  -0.63362  -0.24
C  2.72028  1.99593  -0.91603  0.05
N  1.56885  1.35937  -1.07690  -0.38
C  1.56179  0.03986  -0.94566  0.09
C  2.68989  -0.71800  -0.64117  -0.21
C  0.24948  -0.68747  -1.09084  0.78
O  0.13905  -1.85122  -0.84721  -0.52
O  -0.74515  0.09512  -1.55414  -0.71
H  4.85166  1.89515  -0.53609  0.26
H  2.69919  3.07449  -1.02464  0.21
H  2.61409  -1.78610  -0.51317  0.28
S  -3.16138  2.63814  0.74625  -0.38
Sb  -3.62281  3.32089  -1.48874  0.97
S  -1.30054  2.68396  -1.75089  -0.24
S  -4.07965  0.95525  -2.14499  -0.27

***

Number 1: energy -3566.2633 a.u.. Number 2: energy -321.2695 a.u.. Number 3: energy -227.6644 a.u.. Number 4: energy -327.6538 a.u.. Number 5: energy -791.7780 a.u.. Number 6: energy -914.9895 a.u.. Number 7: energy -308.2505 a.u.. Number 8: energy -307.3430 a.u.. Number 9: energy -270.5248 a.u.. Number 10: energy -397.1752 a.u.. Number 11: energy -649.4088 a.u.. Number 12: energy -3337.1094 a.u..